The following is a quantum chemistry calculation of one molecule with the formula C6H12O at a distorted geometry, from the OMol25 dataset.

```
19
Properties=species:S:1:pos:R:3:forces:R:3:nbo_charge:R:1
C -0.962 0.540 1.827 0.037 0.109 -0.086 -0.615
C 0.337 0.546 0.998 0.226 0.546 -0.113 -0.395
C 0.253 0.124 -0.450 -0.442 -0.833 -0.105 -0.082
C -0.818 0.854 -1.238 -0.086 -0.140 -0.175 -0.608
C 1.556 -0.302 -1.063 0.292 0.080 -0.189 -0.430
C 0.509 -1.330 -0.810 -0.683 0.811 0.134 0.076
O 0.654 -2.198 0.272 0.053 -0.594 -0.082 -0.701
H -1.238 -0.449 2.230 0.298 0.187 -0.301 0.203
H -1.820 0.897 1.246 0.164 0.001 0.078 0.203
H -0.858 1.204 2.693 -0.004 -0.101 -0.145 0.214
H 1.139 0.039 1.548 -0.211 -0.037 -0.282 0.221
H 0.707 1.558 0.766 -0.248 0.242 1.136 0.203
H -1.744 0.285 -1.111 -0.096 0.217 -0.216 0.207
H -1.030 1.885 -0.912 0.354 -0.295 0.042 0.212
H -0.573 0.891 -2.303 -0.092 -0.055 0.041 0.213
H 2.435 -0.312 -0.423 -0.124 0.010 -0.060 0.226
H 1.741 -0.017 -2.092 0.071 -0.136 0.025 0.215
H -0.040 -1.740 -1.661 0.217 0.056 0.079 0.170
H -0.248 -2.475 0.483 0.274 -0.067 0.220 0.468
```
Positions in Å, forces in eV/Å.

Results
E_tot	-8462.903	eV
LUMO level	0.887	eV
highest occupied orbital energy	-9.00	eV